[1]
Molecular formula: C32H72AsINO11P2
Method: DFT, ωB97M-V/def2-TZVPD

Each line ends with the Mulliken charge.
Geometry (Å):
C1 5.0673 6.6077 -3.3991  -0.1143
H1 -5.1994 -7.5492 4.4122  0.3019
H2 -1.0280 -7.8361 0.7290  0.2575
H3 -0.9792 0.0876 3.3402  0.3158
C2 -3.0866 -7.3129 0.2639  -0.2006
H4 7.0645 3.3196 -0.1597  0.3896
H5 5.8739 1.7881 -3.6801  0.3027
H6 1.1075 5.0525 4.1698  0.2935
C3 5.6616 4.9383 0.2784  0.7795
C4 5.0952 8.1093 -3.1261  -0.5994
O1 2.6567 -1.7055 2.9791  -0.3932
O2 -2.2955 -1.4996 0.8584  -0.4172
H7 -4.2601 0.6203 -3.4902  0.4218
H8 3.5376 3.7302 -3.4069  0.1051
H9 -4.4116 -11.6508 4.6094  0.3399
H10 -3.0996 -10.7028 3.9085  0.2707
H11 -3.6860 -9.3284 5.8549  0.3439
O3 0.4156 3.1509 2.1983  -0.4013
O4 3.6955 6.2236 -3.3681  -0.3524
H12 2.3522 0.3984 -3.1434  0.2074
N1 -1.5265 -0.7295 3.1536  -0.9978
H13 4.1204 7.9812 -1.1948  0.1500
H14 -4.4038 0.7636 -1.7369  -0.0839
C5 1.8006 3.4297 2.0410  -0.3237
H15 -2.6029 -4.7907 -0.9758  -0.0417
O5 3.3942 1.9838 -2.3321  -0.2908
As1 0.8033 -0.2281 0.7824  0.1420
H16 -3.5490 -7.9210 3.8904  0.1525
H17 0.4773 6.3126 3.1053  0.3657
C6 3.8726 8.2756 -2.2155  -0.4065
P1 -1.0310 -1.4270 1.8600  0.8570
H18 -0.2248 0.8392 0.3002  0.0239
H19 3.4766 9.2882 -2.1895  0.3585
P2 2.3847 -1.9597 1.4041  0.1148
O6 -1.8453 2.0150 -1.7187  -0.3301
H20 -5.5660 -1.5132 -2.5216  0.1444
H21 -3.8385 -6.6820 0.7294  0.1284
H22 -4.8902 3.0500 -2.4255  0.3369
H23 -3.3746 -8.3493 0.4259  0.2325
H24 2.3597 2.9044 2.8251  0.2093
H25 -4.5943 -10.7344 2.0261  0.2585
C7 -5.0066 -10.3440 2.9562  -0.3701
H26 -2.9779 -1.0931 1.3771  0.2115
H27 -7.1647 -2.8549 1.0939  0.3903
H28 -5.4526 -3.2338 0.8897  0.1480
C8 -4.4468 -9.4952 5.0967  -0.5465
H29 6.4521 3.1302 2.2039  0.2809
H30 -1.8394 0.8248 -3.4057  0.2490
H31 -7.7414 -3.8622 -1.0330  0.2696
H32 5.6293 5.6249 -0.5664  -0.6549
C9 -0.2745 4.2904 2.6867  -0.5208
H33 2.2003 6.8568 -2.1073  0.2595
H34 4.8443 4.2183 0.1700  0.0140
O7 -5.9128 -3.4504 -1.8950  -0.4640
H35 -0.9475 3.9819 3.4876  0.3137
H36 5.6059 6.0536 -2.6237  -0.0372
C10 -6.3589 -2.9244 0.3665  -0.4798
H37 -5.4047 -9.6332 5.6003  0.2511
H38 2.1256 3.0433 1.0755  0.1223
C11 -6.6759 -3.8903 -0.7719  -0.4924
C12 -6.1063 -1.6240 -0.4013  -0.4659
H39 2.3445 -0.8326 3.2242  0.3058
H40 1.9725 0.6494 0.1840  -0.1932
C13 -3.8508 1.1151 -2.6106  -0.0815
O8 -1.2076 -5.8970 0.0672  -0.4228
C14 -5.3922 -2.1366 -1.6453  0.0554
C15 -3.9123 2.6392 -2.6719  -0.6617
H41 4.8500 3.4374 -2.2573  -0.4807
C16 4.9582 2.2240 -4.0849  -0.6297
H42 -3.8384 -6.7221 -1.7324  0.3364
H43 -1.7441 -6.6963 1.8834  0.2457
H44 -1.3558 -5.5683 -1.9616  0.3169
C17 1.9442 4.9409 2.1731  0.0775
H45 5.8880 5.1245 3.4186  0.2889
C18 6.4089 5.2748 2.4734  -0.4288
H46 -3.2389 3.0793 -0.6473  0.2652
H47 1.7665 5.4233 1.2096  0.0537
H48 -6.4097 -4.9172 -0.5476  0.2695
C19 -2.0103 -5.7014 -1.1017  -0.1236
H49 2.3191 7.7322 -3.6443  0.2728
H50 -4.3135 -2.2086 -1.4770  0.0238
H51 -7.0565 -1.1582 -0.6720  0.2869
H52 3.9801 0.0238 -2.5590  0.1234
H53 -2.1059 -0.0251 -1.8687  0.1143
H54 6.0292 8.4365 -2.6743  0.3166
O9 -5.0458 -8.9206 2.8839  -0.3748
H55 0.6094 -1.0506 -0.5761  -0.0018
C20 -4.1564 -10.6860 4.1768  -0.5613
O10 5.4656 5.6832 1.4843  -0.4399
H56 7.1479 6.0745 2.6082  0.2645
I1 4.4853 -1.0745 0.3657  -0.3498
O11 -0.7023 -2.9771 2.1793  -0.3842
H57 -0.8775 4.7158 1.8735  0.2323
C21 2.8964 7.2769 -2.8312  -0.4462
C22 4.1920 2.9627 -2.9901  0.5500
C23 -2.8374 3.0262 -1.6669  -0.4790
C24 -2.3438 0.8768 -2.4317  -0.3441
H58 3.1964 1.5007 -5.1162  0.2675
H59 2.9338 5.2330 2.5188  0.1089
C25 3.3744 0.7681 -3.0840  -0.2738
H60 4.9529 8.6659 -4.0540  0.3071
H61 0.9942 0.5216 2.1934  -0.2179
C26 7.0563 3.9983 1.9414  -0.6386
H62 -5.5163 -0.8964 0.1474  0.3321
H63 4.4333 0.2536 -4.9323  0.3848
C27 0.8049 5.2744 3.1447  -0.7011
H64 -2.3702 3.9831 -1.9020  0.2731
H65 -2.3891 -7.7328 -1.7421  0.2832
C28 -2.9072 -6.9315 -1.2106  -0.6124
H66 5.4891 6.3377 -4.3670  0.3470
C29 -1.7138 -6.9860 0.8323  -0.4130
H67 -1.3460 -3.5702 1.8191  0.1911
C30 -4.5358 -8.3505 4.0921  -0.3152
H68 5.2291 2.8710 -4.9190  0.3572
H69 8.0602 3.8433 2.3302  0.3743
H70 -3.6386 2.9879 -3.6695  0.2960
H71 7.8186 4.8922 0.1198  0.3421
C31 7.0046 4.2322 0.4280  -0.6177
H72 -6.0305 -10.7204 3.0651  0.2604
C32 3.9696 1.1121 -4.4501  -0.6608

Results
Calculated total energy, eV: -145877.562
Frontier orbital gap, eV: 5.675
Largest force on an atom, eV/A: 2.2
Net charge: -1
LUMO, eV: 2.21
Molar mass, g mol⁻¹: 910.698

[2]
Molecular formula: C32H72F14N5O22S6Y
Method: DFT, ωB97M-V/def2-TZVPD

Each line ends with the Mulliken charge.
Geometry (Å):
N1 -1.2272 1.0174 1.5210  0.2297
H1 1.5284 -1.9561 -1.3760  0.1783
H2 0.6419 -4.0135 -4.9038  0.4035
H3 1.2102 4.4301 -5.1151  0.4960
H4 3.5550 -3.4183 2.9784  0.4995
F1 -6.8791 -1.8209 -0.7828  -0.2263
H5 -0.3985 -6.9368 2.0952  0.1694
H6 7.8503 5.2584 0.0709  0.2658
N2 3.5186 4.7587 0.2943  -0.1521
O1 2.9700 -0.5843 4.5794  0.1164
O2 -0.6687 0.0133 7.0140  -0.6302
H7 3.0582 1.1582 5.6826  0.2637
H8 0.3068 3.3350 -2.9407  0.7326
N3 0.4077 2.5336 -4.8730  0.7014
O3 -0.3152 -2.5192 1.8844  -1.1255
C1 0.1015 -6.0232 -1.6077  -0.9431
O4 -3.7865 4.7031 1.3146  -0.6655
F2 -5.7211 4.7037 3.5525  -0.2193
C2 -1.5232 -4.2047 -3.6761  -0.6169
H9 -0.9405 1.4360 -5.9447  0.4708
C3 1.4462 1.8555 -5.7120  -0.6887
H10 -0.2253 5.1810 -7.0368  0.4299
H11 1.1108 -2.2882 4.0691  -0.2902
F3 -5.7444 -0.0396 -1.1932  -0.2097
C4 -2.4881 -3.9982 2.1099  0.1021
C5 3.6665 -1.7662 4.4106  -0.7091
C6 0.8515 -4.3443 -3.8848  -1.0266
H12 1.0258 -6.8351 3.1991  0.2770
S1 -0.8497 -0.8097 5.8601  0.9906
H13 3.2197 3.8405 2.1442  0.3176
H14 -1.6428 -8.4872 -2.8667  0.2899
H15 3.5532 -2.4782 5.2440  0.3792
H16 7.7049 6.0875 1.6301  0.2980
H17 -1.4702 -5.2624 -3.9061  0.5613
O5 0.3587 -1.3559 5.2992  -0.8594
O6 -4.5060 -0.0895 1.5346  -0.3137
C7 2.0489 4.9039 -0.0336  -0.2516
C8 -0.8971 1.7466 -4.9007  0.1002
C9 1.9931 8.3965 0.9575  -0.8289
H18 -0.6322 -1.8389 -3.6079  0.2966
F4 -0.8868 -3.0413 7.1344  -0.2305
C10 -1.7881 -2.2675 6.5193  0.5429
H19 -0.8040 0.8829 -4.2518  -0.1382
C11 1.6002 -4.2275 4.3630  -0.7769
O7 2.4727 7.0941 0.6150  -0.3295
O8 -1.0539 0.3067 -0.9723  -0.3100
O9 -2.0531 -2.2362 0.2476  -0.4305
H20 0.5371 6.4169 0.1199  0.6448
H21 1.0710 -0.0554 -4.7181  -0.1992
F5 -3.7789 -3.8789 2.2849  -0.1597
C12 -0.1528 4.1191 -6.8311  -1.2651
H22 1.0672 -6.3989 -1.9841  0.5943
C13 0.9288 2.6375 -3.4824  -0.9662
H23 3.9318 3.9412 -0.1589  0.4391
H24 -3.5873 -3.6886 -3.5014  0.4196
O10 1.1011 -0.1096 0.7009  -0.3794
C14 -5.7758 -1.1566 -0.4632  0.6471
O11 1.1355 2.0321 1.9324  -0.4413
H25 0.8893 -5.4246 -3.8578  0.3779
H26 -0.8358 -2.2204 -1.9078  -0.4830
F6 -2.6953 -1.8955 7.4045  -0.2351
H27 0.5663 3.6502 -7.5043  0.3296
N4 -0.2293 -3.8526 -3.0033  0.6991
C15 -2.7857 -3.9900 -2.8322  -0.6363
S2 0.4844 0.8240 1.5573  0.0554
H28 2.8481 9.0613 0.8477  0.2773
S3 -1.2425 1.3608 -0.0552  0.5546
O12 -1.8122 3.1590 -3.2499  0.1755
C16 3.0087 -2.5055 3.2432  -0.7616
C17 5.3138 4.5106 1.9227  -0.7135
C18 1.1919 -1.8162 -2.4094  -1.0005
S4 -5.8176 -0.7535 1.3243  1.2446
H29 3.0996 -1.9248 2.3230  0.1911
H30 5.6486 4.7384 2.9379  0.4599
H31 4.5790 0.2251 5.6320  0.3391
F7 -2.2679 -4.8239 1.0539  -0.1508
F8 -2.3594 -2.9549 5.5419  -0.1318
C19 3.8088 4.6662 1.7551  -0.3975
H32 -0.5361 -7.1707 3.8621  0.3306
H33 0.6549 -3.9119 -1.0866  0.3844
F9 -1.9093 -4.5347 3.1705  -0.3166
H34 0.0379 -5.4146 5.2455  0.5751
H35 -2.9227 1.8704 -4.3401  0.6238
C20 -6.1044 4.1676 2.3817  0.3364
O13 -2.3932 -1.4232 2.5219  -0.0330
O14 5.9489 5.2340 0.9129  -0.3561
H36 1.6145 3.9206 0.1311  0.2708
H37 1.3267 -0.7324 -2.4224  -0.1115
H38 1.0973 1.7779 -6.7365  0.5474
H39 2.3212 2.4968 -5.6299  0.3779
F10 -4.7281 -1.9305 -0.7598  -0.2525
N5 1.6357 -2.9895 3.5059  1.9593
H40 5.5338 3.4318 1.7989  0.4014
H41 1.5797 8.4532 1.9637  0.3351
F11 -6.6476 5.1178 1.6409  -0.1837
C21 0.2776 3.9439 -5.3985  -0.3573
H42 1.9970 -2.2234 -3.0175  0.4250
H43 -1.0890 3.5982 -7.0283  0.3039
H44 0.1135 -8.3810 -2.5541  0.3647
F12 -2.7816 1.6038 -0.0936  -0.1759
O15 -1.7162 -0.2655 4.7994  -0.7364
H45 0.8929 1.6402 -3.0569  -0.2312
H46 -3.7944 3.0633 -2.5787  0.4544
S5 -1.7260 -2.3906 1.6284  0.9344
H47 2.3261 -0.1118 -6.0364  0.4736
C22 3.4828 0.1600 5.6706  -0.9829
H48 -2.4210 3.3305 -5.2313  0.3554
H49 1.9044 -3.9120 5.3574  0.4768
H50 1.2684 8.7530 0.2190  0.3274
H51 -0.4992 -3.8745 4.6919  -0.6319
O16 -5.8983 -2.0118 2.0056  -0.6749
F13 0.5284 0.0669 2.9337  -0.1090
H52 -1.1358 -8.4421 -1.2318  0.2638
C23 -2.9689 3.7671 -2.6918  -1.1636
O17 -0.6930 2.6391 -0.3641  -0.3889
H53 1.0825 -3.1998 2.6671  -0.0994
O18 -0.9618 -6.6384 -2.2477  -0.2053
C24 -2.1001 2.5807 -4.5027  -1.2119
H54 7.6988 4.3590 1.6023  0.3414
C25 -0.0415 -6.6067 3.0630  -0.9180
O19 -5.0876 2.9425 0.3000  -0.6565
H55 1.9468 3.0269 -3.5197  0.2907
H56 -1.0223 -4.3781 -1.1635  0.0719
H57 -1.5264 -3.6479 -4.6122  0.6760
O20 -0.2597 -5.2103 3.1847  0.3556
H58 -3.2316 4.6426 -3.2925  0.3555
H59 3.2699 -0.3182 6.6339  0.3123
H60 4.7280 -1.6603 4.1689  0.5346
C26 -0.1716 -2.3553 -2.7668  0.4216
H61 -0.4628 4.3988 -4.7367  0.2638
H62 0.1199 -6.2906 -0.5382  0.2664
H63 3.5076 5.6271 2.1636  0.3230
H64 2.2040 -4.9770 3.8564  0.2872
H65 -3.0607 -4.9222 -2.3464  0.3261
H66 2.1617 5.0497 -1.1160  0.1040
Y1 -2.8199 0.6634 2.9890  1.7607
C27 1.4619 6.1262 0.6177  -0.8637
H67 4.0685 5.5342 -0.0903  0.5199
H68 -2.7076 4.1247 -1.6978  0.2049
H69 1.8181 -3.9197 -3.6518  0.3766
O21 -6.9439 0.1074 1.4687  -0.6296
H70 -2.6592 -3.2411 -2.0480  -0.1731
C28 7.3597 5.2339 1.0379  -0.7776
O22 -3.9804 2.5460 2.4304  -0.9057
C29 -0.0455 -4.5243 -1.6386  -0.1908
H71 1.2517 5.8303 1.6558  0.3963
C30 -0.8761 -8.0568 -2.2252  -0.8537
S6 -4.6087 3.5418 1.5047  1.3789
H72 2.6642 0.6555 -4.4910  0.3145
F14 -6.9744 3.1913 2.5976  -0.1627
C31 1.8832 0.4558 -5.2265  -0.8055
C32 0.1689 -4.6988 4.4258  0.0869

Results
Calculated total energy, eV: -190930.800
Frontier orbital gap, eV: 7.618
Largest force on an atom, eV/A: 8.2
Net charge: +2
LUMO, eV: -4.68
Molar mass, g mol⁻¹: 1426.221

[3]
Molecular formula: C32H72FP2
Method: DFT, ωB97M-V/def2-TZVPD

Each line ends with the Mulliken charge.
Geometry (Å):
C1 10.9563 11.4515 9.1110  1.2881
H1 13.9072 6.3509 11.3543  0.4251
C2 7.4507 15.5256 6.5369  -1.2589
H2 12.3282 6.8368 11.5872  0.3099
H3 8.9636 13.4941 7.6356  0.4219
H4 15.4388 15.7128 8.7358  0.2920
H5 11.1097 15.4817 11.5954  -0.3292
H6 19.6173 7.3448 12.7814  0.3977
C3 10.2918 14.8368 11.7011  0.1064
H7 7.9525 8.3446 9.1032  0.4270
H8 7.9490 15.1621 9.8996  0.2660
C4 11.9597 13.3846 6.2114  -0.2245
C5 18.7731 7.8898 12.3379  -1.4452
C6 16.9513 14.4200 9.7527  0.3936
H9 16.8578 11.1379 13.7758  0.4909
C7 14.2433 16.0305 12.7015  -0.7545
H10 17.4836 12.7468 8.6339  0.5494
C8 15.3012 13.6613 12.6582  -2.1650
H11 13.5412 17.1747 11.0909  0.2507
C9 9.8167 15.9308 14.0100  -1.3244
H12 19.0435 7.8131 11.2855  0.3649
H13 8.2991 16.1622 6.3614  0.2985
H14 11.3316 11.2262 8.0835  0.5364
H15 13.5178 12.1816 5.3304  0.4428
H16 10.7564 15.1553 6.9873  -0.0864
C10 14.2091 14.6474 12.0657  1.9111
H17 9.0171 7.1031 9.6339  0.3975
C11 10.1338 14.6170 13.2255  -0.5666
C12 13.2913 17.0345 12.1745  -1.0193
H18 13.5772 18.0323 12.5661  0.4430
H19 11.5150 13.7155 5.2942  0.4612
H20 9.5683 15.7165 15.0870  0.3878
P1 15.7232 12.1252 11.8883  1.6763
H21 13.5618 8.3602 13.2195  0.4564
H22 14.4628 9.6479 10.6266  0.1563
C13 10.0582 9.0310 9.2612  0.2261
C14 17.2663 12.9350 9.6792  -1.1846
H23 9.3665 15.3157 11.3461  0.2194
H24 6.6889 16.2917 8.2749  0.5597
H25 13.8755 13.8757 5.7332  0.4073
C15 16.1510 14.8924 8.5144  -0.9543
C16 8.8285 8.1773 9.6892  -1.5698
P2 10.6137 13.2762 9.3174  0.5542
H26 15.0008 10.2791 13.1233  1.0082
H27 6.5446 15.8942 6.0310  0.3697
H28 13.1650 7.5311 10.2188  0.3514
C17 13.3853 12.9815 6.0685  -1.2452
H29 12.5398 15.3401 6.8869  0.8073
H30 9.1675 15.8392 8.8608  0.5233
H31 11.0509 14.1363 13.5904  0.1995
H32 18.0625 10.2615 11.0702  0.2836
H33 7.7797 14.5991 6.1445  0.3461
H34 16.1154 11.0172 9.7015  0.4678
H35 8.9033 16.4467 13.5711  0.2708
H36 13.2382 14.1542 12.1576  -0.6257
C18 18.5700 9.2792 12.8710  -0.4375
H37 18.0778 12.6918 10.3860  0.3476
H38 12.7619 13.7956 9.0269  -1.1375
C19 16.0321 12.0882 10.0991  0.7064
H39 9.2725 10.7604 10.3373  0.2353
C20 11.8910 14.4154 8.6406  0.5821
C21 13.2677 7.2131 11.2356  -1.4032
H40 14.8605 13.2984 13.6060  0.7289
C22 7.1690 15.4022 7.9958  -0.8737
H41 18.0011 12.1518 12.8529  0.7368
C23 17.5497 10.1343 12.0421  0.2670
H42 16.4090 14.5549 10.6666  -0.4294
H43 6.4386 14.6146 8.1258  0.3048
H44 13.9138 12.7053 6.9618  0.0541
H45 16.2304 14.2178 12.9447  0.4574
H46 14.3126 14.7055 10.9680  -0.4299
H47 9.3631 13.9245 13.3729  0.5717
H48 14.0256 15.9115 13.7797  0.3358
H49 8.3738 8.2966 10.6568  0.3981
C24 8.9155 13.6564 8.7091  -0.6646
H50 17.9934 7.1494 12.3698  0.3353
H51 10.9556 8.7240 9.8113  -0.0860
H52 11.3969 12.5273 6.5605  0.2580
C25 13.8032 9.7641 11.4985  0.0486
H53 11.4812 13.0365 11.5943  -0.7247
H54 15.2269 16.4634 12.7415  0.3755
H55 18.1455 9.1954 13.9012  0.2870
C26 8.3738 15.1094 8.8943  -0.6089
H56 10.6210 16.6039 14.1446  0.3448
H57 8.9978 10.8556 8.6276  0.5639
C27 10.5835 13.4827 11.0900  -0.2813
C28 11.8022 14.6643 7.1368  -0.8091
C29 14.4038 10.8967 12.4476  -1.9644
F1 13.3058 12.5561 10.7340  -0.6440
H58 9.7833 12.7402 11.3779  0.6637
C30 9.7470 10.5538 9.3251  -0.9378
H59 16.8243 15.2216 7.6920  0.3999
H60 16.5642 9.6126 11.9045  -0.2640
H61 8.1019 13.1637 9.2415  0.6160
H62 11.7814 11.3606 9.8639  -1.6626
H63 17.9153 14.9903 9.8349  0.4677
C31 13.8552 8.3787 12.1404  -0.2747
H64 19.5546 9.7937 12.9904  0.3315
H65 12.8184 9.9964 11.1967  -0.0403
H66 11.8375 15.2710 9.2758  0.8423
H67 10.2195 8.7208 8.1788  0.2709
H68 12.2162 16.8293 12.3548  0.0406
H69 15.4784 14.1274 8.0782  -0.0793
H70 13.6610 11.4235 12.9754  0.6758
H71 15.1361 12.4720 9.6995  -1.0701
C32 17.1744 11.4670 12.7513  -1.4495
H72 14.9315 8.1176 12.1422  0.0331

Results
Calculated total energy, eV: -55640.866
Frontier orbital gap, eV: 10.696
Largest force on an atom, eV/A: 3.8
Net charge: +1
LUMO, eV: -1.44
Molar mass, g mol⁻¹: 537.874